105
Properties=species:S:1:pos:R:3:mulliken_charge:R:1 method="wB97M-V/def2-TZVPD" e_above_lowest_ev=3.7683 homo_energy_ev=-9.776 total_charge=+1
S 1.60 -1.07 -2.47 1.7145
Al 0.08 -0.17 0.07 -1.2501
O -1.45 -1.03 -0.11 0.1050
O 1.41 -0.43 -1.06 -0.2235
O 2.06 -0.02 -3.34 -0.7644
O -3.41 0.26 -5.42 -0.6018
O -2.99 -1.91 -1.47 -0.9233
O -3.83 -1.36 -3.95 -0.5644
O 0.41 -1.75 -2.87 -0.6028
N -3.50 2.04 1.61 0.6692
N -1.44 1.37 -3.80 0.0020
N -0.89 0.95 -1.73 0.7273
N -0.39 -0.46 3.37 0.5743
N 1.03 -1.76 1.36 0.9668
C 4.73 -4.75 -2.20 -1.6190
C 3.56 -4.22 -1.45 0.2221
C 2.02 -3.14 3.11 -2.4225
C 2.32 -3.84 -2.32 -0.3445
C 1.22 2.33 0.74 0.1280
C -2.20 1.51 2.20 -0.2442
C 0.83 -3.59 -0.28 1.1287
C 0.37 2.80 -2.86 -1.4492
C -0.71 3.52 2.29 -0.5577
C 0.44 4.22 1.98 -0.6574
C 2.96 -2.26 0.13 0.9429
C -2.15 -1.06 -1.22 1.1056
C -1.05 0.38 4.28 -2.0397
C 4.78 -2.99 -3.95 -0.5069
C 0.78 2.14 4.18 -1.1891
C 0.05 1.59 1.01 0.6693
C -3.21 -0.27 -4.36 0.4167
C 5.27 -4.22 -3.30 1.4525
C -2.78 -1.46 4.39 -1.5248
C -1.35 2.44 5.47 -0.6030
C 1.47 -0.91 4.92 -2.0906
C -0.63 1.71 -2.78 0.1323
C -0.56 1.64 4.65 1.6869
C -1.86 0.07 -2.13 -1.0862
C -2.30 -0.08 4.76 1.5394
C -3.59 1.85 0.14 -0.7900
C -3.79 3.44 1.97 -0.8885
C -2.57 2.00 5.94 -1.1446
C -3.04 0.74 5.60 -0.8341
C -2.23 0.33 -3.42 0.5106
C 6.47 -4.84 -3.96 -1.9082
C 3.79 -2.18 -3.58 -1.6845
C -0.38 -4.10 0.47 -1.7182
C 1.41 3.63 1.20 -1.2908
C 0.70 -1.04 3.63 1.2292
C 3.68 -1.17 0.88 -1.8624
C -0.94 2.23 1.78 1.8437
C 3.69 -2.72 -1.08 -1.0444
C 2.90 -2.39 -2.39 1.6333
C 1.69 -2.61 0.40 -0.4338
C 1.08 -4.06 -1.51 -1.9710
C 1.25 -1.96 2.60 1.3536
H 7.32 -4.16 -3.90 0.3598
H -4.47 2.35 -0.25 0.4438
H 3.31 -4.86 -0.61 0.7125
H 3.59 -1.30 -4.16 0.4901
H -3.16 2.64 6.60 0.4598
H 2.98 -2.84 3.53 0.3751
H 1.52 2.03 4.98 0.4945
H -2.33 1.58 3.28 -1.6534
H -2.69 2.25 -0.32 0.3788
H 0.58 5.22 2.37 0.4267
H 2.44 -0.45 4.72 0.3387
H 2.26 -4.33 -3.28 0.7708
H 4.27 -0.57 0.18 0.6551
H 4.71 -2.35 -1.09 0.7186
H -1.13 -4.47 -0.23 0.5902
H 5.33 -2.71 -4.85 0.4027
H 0.75 2.88 -3.87 0.4950
H -0.09 -4.93 1.12 0.3574
H -3.86 -1.55 4.52 0.4719
H -1.44 1.75 -4.74 0.3274
H -4.79 3.70 1.64 0.3750
H 2.32 4.17 0.96 0.5231
H -3.71 3.58 3.05 0.3205
H 1.20 2.58 -2.20 0.0879
H 3.00 -0.50 1.40 -0.1056
H -2.31 -2.20 5.04 0.3157
H -3.07 4.09 1.47 0.4380
H 1.65 -1.88 5.37 0.5826
H 2.00 1.85 0.17 0.6609
H 6.75 -5.78 -3.48 0.3777
H 1.45 -3.62 3.91 0.5730
H -3.58 -1.64 -3.04 0.4022
H -2.51 -1.70 3.36 0.1122
H -3.65 0.79 -0.08 0.2481
H -1.44 3.97 2.96 0.2720
H 0.73 3.19 3.93 0.4158
H 6.28 -5.04 -5.01 0.3990
H -3.99 0.39 5.99 0.5197
H 1.13 1.60 3.30 -0.1253
H 4.38 -1.60 1.61 0.3037
H -4.23 1.46 2.03 0.4086
H -0.97 3.42 5.75 0.5591
H 2.20 -3.86 2.32 0.4233
H -0.84 -3.34 1.08 -0.0533
H 5.18 -5.65 -1.79 0.2705
H 0.36 -4.75 -1.94 0.3855
H -2.11 0.46 1.92 0.0566
H 0.93 -0.30 5.63 0.3667
H -0.06 3.76 -2.56 0.3532

101
Properties=species:S:1:pos:R:3:mulliken_charge:R:1 method="wB97M-V/def2-TZVPD" e_above_lowest_ev=0.3546 homo_energy_ev=-1.803 total_charge=-1
Ca 0.56 1.60 0.46 1.2035
S 3.48 0.86 -1.07 1.0204
O 2.93 1.49 0.18 -0.7747
O -2.94 -0.38 1.52 0.5131
O 0.60 -3.30 -1.14 -0.2582
O -0.52 -2.30 4.62 -0.3578
N 0.21 -0.82 0.02 1.8250
N -0.39 -1.48 2.20 0.2269
N -1.53 -2.37 0.43 0.5820
N -0.36 3.23 -0.66 -1.2342
C -0.53 -1.50 0.85 -1.0437
C -3.09 1.31 -1.21 -0.7093
C -2.66 -2.67 1.22 -0.0856
C -1.91 3.15 -2.55 0.7783
C 0.26 -1.23 -4.18 -0.9955
C 0.25 4.27 -2.80 0.6750
C 5.20 1.32 -1.08 -1.1633
C -4.91 -3.21 2.77 -0.7740
C 3.86 -3.57 -0.04 0.7586
C 0.47 1.18 5.31 -0.9756
C -0.04 -0.49 3.17 0.2371
C -3.49 0.73 2.22 -1.1842
C -4.49 -1.90 2.59 -0.7382
C 2.62 4.23 -1.85 -1.0953
C 3.94 -5.04 0.30 -1.5629
C 4.01 -1.78 -1.65 -1.0051
C 0.89 -4.55 -1.72 -1.2280
C -3.45 3.72 -0.61 -1.8611
C -2.03 3.13 -3.93 -0.2086
C 0.07 4.22 -4.18 -0.5540
C -0.65 3.54 -1.90 0.6313
C 0.40 -2.24 -1.99 0.5048
C -0.93 -2.73 5.90 -1.0717
C -3.39 -1.61 1.80 0.8243
C 0.11 -0.14 5.56 -0.1950
C 0.56 1.63 4.01 -0.6540
C 0.45 -2.35 -3.37 -0.5143
C -3.09 -3.97 1.41 -0.5608
C 3.66 -0.87 -0.67 0.5602
C -0.14 -0.97 4.48 0.7333
C 0.31 0.83 2.88 -0.9800
C -4.22 -4.25 2.17 -0.8223
C 4.13 -3.12 -1.33 -0.5841
C 0.01 0.11 -2.21 1.3197
C 0.16 -0.99 -1.38 0.3029
C 3.48 -2.65 0.92 -0.5281
C 3.38 -1.30 0.62 -0.7215
C -3.14 2.75 -1.74 0.0308
C 1.02 6.03 -1.15 -1.6937
C 0.04 0.00 -3.60 -1.2257
C 1.42 5.08 -2.28 0.2684
C -1.02 3.59 -4.78 -1.5473
H -2.90 0.60 -2.02 0.2605
H -4.55 0.87 1.97 0.3577
H -1.32 -2.96 -0.36 0.1600
H 0.07 -4.91 -2.35 0.4628
H 5.21 2.40 -1.28 0.3872
H -1.71 -2.08 6.30 0.4416
H 3.05 -0.58 1.36 0.4885
H -2.51 -4.77 0.95 0.4796
H 2.89 3.52 -2.65 0.3523
H 1.81 -4.51 -2.32 0.3432
H -1.14 3.58 -5.86 0.2545
H 1.76 5.70 -3.12 0.4842
H 0.03 -0.51 6.58 0.3650
H 0.25 6.72 -1.50 0.4018
H 3.23 -2.98 1.92 0.4237
H 0.63 -3.31 -3.84 0.4209
H 3.49 4.86 -1.64 0.4528
H -0.88 -2.24 2.64 0.3931
H 0.29 -1.34 -5.26 0.3979
H 4.34 -5.62 -0.53 0.3458
H 0.82 2.68 3.86 0.3955
H -1.33 -3.73 5.77 0.2586
H -3.37 0.61 3.30 0.4817
H -4.35 3.41 -0.06 0.4445
H 4.58 -5.19 1.17 0.4340
H -4.54 -5.27 2.29 0.3793
H -0.11 0.89 -4.19 0.2055
H -4.03 1.04 -0.72 0.6596
H 2.37 3.67 -0.95 -0.0784
H -5.78 -3.42 3.38 0.4040
H 4.18 -1.44 -2.67 0.4494
H 0.61 5.45 -0.33 0.1526
H 0.67 1.85 6.14 0.3671
H -5.04 -1.09 3.06 0.4629
H 1.88 6.61 -0.80 0.4609
H 0.81 4.71 -4.80 0.2808
H -0.10 -2.76 6.60 0.3269
H -3.98 2.79 -2.44 0.5823
H 5.64 1.09 -0.11 0.3412
H 5.70 0.78 -1.88 0.4138
H -2.29 1.19 -0.48 -0.4586
H 1.03 -5.25 -0.89 0.1252
H 2.96 -5.43 0.55 0.2709
H -2.93 1.60 1.88 0.1238
H -0.19 1.12 -1.83 -1.4756
H 4.41 -3.83 -2.10 0.3390
H -2.60 3.77 0.08 0.1811
H -3.62 4.73 -1.00 0.4405
H -2.96 2.76 -4.36 0.2704

97
Properties=species:S:1:pos:R:3:mulliken_charge:R:1 method="wB97M-V/def2-TZVPD" e_above_lowest_ev=0.0000 homo_energy_ev=-10.680 total_charge=+1
In 0.91 0.45 0.38 0.4169
S 3.52 0.92 0.54 -0.2313
S 4.25 1.61 -2.35 -0.2698
P 1.41 -2.08 0.07 2.3308
N -0.83 -0.67 -1.02 0.0332
N 1.88 1.10 -1.51 0.3399
C 1.12 3.81 1.28 -1.6182
C 2.10 -2.25 -1.60 0.4554
C 3.02 1.79 -4.89 -0.5312
C -1.61 0.98 1.86 0.9305
C -2.80 -0.95 2.96 -1.9725
C -1.92 -4.43 0.51 -1.0364
C -0.25 -2.79 0.00 0.3956
C 3.18 -2.28 -4.16 -0.4737
C -4.55 3.08 -0.46 -1.7385
C 2.44 -3.07 1.17 0.0856
C 2.73 -2.58 2.44 -0.1001
C 1.85 -2.61 -3.97 -0.8654
C -0.83 3.84 2.81 -1.5619
C -3.34 2.44 -1.15 2.1451
C 0.24 2.93 2.18 1.8986
C -1.23 -1.95 -0.53 0.4197
C 3.13 1.21 -1.10 0.6192
C -2.56 -2.36 -0.54 -0.6974
C 4.00 -4.57 2.89 -0.6031
C 1.31 -2.60 -2.69 -0.4971
C -1.66 0.08 3.09 2.3937
C 1.75 1.30 -2.88 -1.2038
C -2.90 -3.60 -0.02 -0.6237
C -0.49 1.85 1.33 1.3300
C 0.57 1.26 -3.61 0.4158
C -2.71 3.45 -2.11 -1.7076
C 3.45 -1.94 -1.79 -0.3653
C -0.37 -0.74 3.25 -1.3865
C 3.51 -3.34 3.30 -0.9047
C -2.35 2.01 -0.09 -1.4927
C -1.95 0.87 4.37 -2.0205
C 1.16 2.38 3.28 -1.4641
C -0.60 -4.03 0.52 -1.2972
C 3.98 -1.96 -3.07 -0.7202
C 2.96 1.58 -3.52 1.0863
C 1.84 1.72 -5.61 -0.6411
C 0.63 1.46 -4.98 -1.1103
C 3.72 -5.05 1.62 -0.7331
C -3.83 1.22 -1.95 -1.5214
C -1.08 2.43 0.09 -1.2769
C -2.66 1.10 1.00 -0.6648
C 2.95 -4.30 0.75 -0.5415
H -2.19 -5.40 0.92 0.4397
H 1.72 4.48 1.91 0.5058
H 0.63 1.78 4.02 0.1772
H -2.70 -1.54 2.05 0.2007
H 5.03 -1.72 -3.22 0.4623
H -3.77 -0.47 2.96 0.4427
H -0.39 -1.30 4.19 0.8572
H 1.97 1.78 2.85 0.0267
H 4.61 -5.16 3.57 0.4215
H -2.40 4.35 -1.58 0.3288
H 1.22 -2.88 -4.81 0.4753
H 0.17 -4.67 0.95 0.5689
H 4.12 -6.00 1.30 0.4372
H 1.82 3.23 0.68 0.2154
H -1.84 3.03 -2.62 0.1840
H -1.60 -0.01 -1.04 -0.8998
H -1.48 4.25 2.04 0.2216
H -0.56 3.14 -0.53 0.5165
H -3.44 3.74 -2.87 0.4368
H 0.27 -2.89 -2.54 0.4450
H -5.04 2.38 0.22 0.3096
H -3.93 -3.92 -0.03 0.4540
H 2.36 -1.62 2.75 0.3367
H -0.42 -0.73 -1.96 0.2077
H -3.60 0.57 1.09 0.6436
H 2.74 -4.66 -0.25 0.4945
H -0.38 1.10 -3.12 0.3066
H -1.45 3.31 3.53 0.2490
H 0.53 4.44 0.62 0.3921
H 0.53 -0.12 3.27 -0.1779
H -5.28 3.41 -1.20 0.4661
H -2.08 0.18 5.21 0.5241
H -4.26 0.46 -1.30 0.2270
H 3.60 -2.29 -5.16 0.4582
H -4.23 3.95 0.12 0.3686
H -3.32 -1.71 -0.96 0.3732
H -1.16 1.57 4.64 0.3252
H -2.77 -1.63 3.81 0.4871
H 1.86 1.88 -6.68 0.4368
H -4.59 1.51 -2.67 0.5653
H 3.96 2.01 -5.38 0.4716
H -2.87 1.44 4.26 0.3412
H 1.63 3.21 3.80 0.6482
H -3.01 0.77 -2.53 0.1818
H -0.35 4.67 3.33 0.4977
H 4.07 -1.68 -0.95 0.4945
H -0.28 -1.47 2.44 0.0834
H -0.28 1.44 -5.56 0.4739
H 3.74 -2.96 4.29 0.4724

no.,LUMO level (eV)
1,-2.7882
2,1.9744
3,-2.3725